The molecule C3H7NOS at a distorted geometry, computed with ωB97M-V with the def2-TZVPD basis set.

For the frontier orbital gap, the calculation gives 0.3566 Eh. As for the relative energy (zero: lowest compared OMol25 entry of this formula, charge and spin): 75.0 kJ/mol. The LUMO energy comes out at 0.720 eV. The SMILES is NC(=O)CCS.

The geometry in ORCA input format:
```
! RIJCOSX wB97M-V def2-TZVPD def2/J DEFGRID3
* xyz 0 1
C 0.256 0.407 -0.113
O 0.114 -1.818 0.858
H 2.449 0.250 0.651
N 2.126 -0.717 0.851
H -1.196 -0.678 -1.257
H 0.923 0.674 -0.955
H 0.371 1.168 0.702
H -1.794 -0.236 0.343
C 0.833 -0.912 0.483
C -1.169 0.103 -0.492
H -3.373 1.531 -1.309
S -2.038 1.547 -1.319
H 2.495 -1.319 1.559
*
```

A cluster of 12 separate species, C29H86Cl2O34P6 in total at a distorted geometry, computed with ωB97M-V with the def2-TZVPD basis set.

For the frontier orbital gap, the calculation gives 0.3411 Eh. The LUMO energy comes out at 0.263 eV. The SMILES is COP(=O)(OC)OC.COP(=O)(OC)OC.COP(=O)(OC)OC.COP(=O)(OC)OC.COP(=O)(OC)OC.COP(=O)(OC)OC.ClCCl.OCCO.OCCO.OCCO.OCCO.OCCO.

The geometry in ORCA input format:
```
! RIJCOSX wB97M-V def2-TZVPD def2/J DEFGRID3
* xyz 0 1
O 0.427 3.258 4.304
H 0.336 -5.313 -3.067
H -1.280 -0.669 -3.469
Cl 4.368 0.132 -1.106
H -6.442 4.065 -0.789
O 4.240 4.733 -0.703
H 6.572 -5.708 -2.223
P -5.260 1.654 4.739
P -4.682 1.431 -4.676
O -0.207 0.093 -5.079
H 2.659 4.800 3.604
O -0.746 -0.001 1.231
C -2.617 1.876 -3.212
H 1.997 -3.694 5.969
H -2.427 0.170 3.773
C 2.832 4.879 -0.792
H -8.059 0.927 3.813
C 4.140 -0.373 2.735
H 6.788 -4.463 2.037
C -0.182 -4.358 -2.941
H 2.582 5.655 -1.523
O 2.481 3.450 -2.597
C -7.672 1.937 3.951
O 5.143 -1.370 2.573
P 1.242 0.693 -4.918
H 4.011 -2.215 -2.377
H 2.812 -1.958 3.333
H -2.383 -2.693 2.480
C -0.646 -1.011 -4.285
O -5.246 2.195 -5.923
H -2.180 -3.959 1.283
O -6.751 2.142 -1.459
C -0.384 -0.017 -1.179
H 1.356 -4.231 0.383
H 7.866 -6.367 -1.219
O -6.290 1.957 3.575
O 0.163 -2.321 2.148
O 1.737 0.866 -3.551
C -5.886 3.132 -0.917
O 6.755 -2.319 0.129
O 0.106 -3.896 -1.647
O -5.240 3.041 5.514
H -6.972 2.788 -4.867
H -3.390 0.490 2.310
C 0.463 3.123 -5.244
H -5.193 -0.932 -5.741
O 1.589 1.614 5.945
H 8.261 -5.495 -2.700
H -1.402 -0.419 -1.215
H -3.181 -4.203 2.740
H -1.145 -1.771 -4.875
H -0.513 1.414 3.932
H -0.410 3.380 -5.856
O -3.679 0.407 -5.309
C 5.866 0.957 -0.678
H -0.386 0.770 -1.951
H -3.993 -0.706 -6.993
C -6.527 2.855 -5.858
H 3.760 0.000 1.790
H 2.290 -4.723 4.547
H 0.603 2.003 2.659
H -3.989 -0.440 3.711
O 5.556 -3.431 -1.854
H 1.081 -0.696 3.024
C 1.042 -5.057 1.005
O 7.736 -4.303 -1.125
H 0.149 4.225 7.058
H -3.581 -1.647 -5.493
P 6.458 -3.555 -0.580
O 1.216 -4.636 2.378
C 2.167 3.609 -1.227
H -0.642 1.664 0.051
P 0.279 -3.550 2.947
H -4.683 2.947 7.518
C -4.121 -0.809 -5.917
H -3.360 2.630 6.326
H -2.974 0.917 -2.831
C -2.258 -3.773 2.356
H 6.602 0.195 -0.440
O -5.566 0.525 5.604
O 5.676 -4.639 0.280
O 0.698 -3.329 4.427
H 1.605 3.640 7.952
O 0.529 -1.058 -1.489
H -7.845 2.199 4.997
C 2.967 -0.896 3.564
H -1.798 1.650 -3.892
H -0.988 2.716 2.887
H 3.102 -0.794 4.642
O -2.387 -3.454 -3.372
H 3.533 -3.782 -1.879
H -1.816 -5.451 -3.847
H -4.814 3.471 0.950
H 0.110 -3.650 -3.720
C -3.416 0.441 3.395
H 4.050 -2.614 -0.605
O 1.927 4.186 5.965
H 0.125 2.969 -4.221
H -3.360 2.372 -0.274
C 3.161 3.893 3.269
H 1.454 5.356 7.545
O -1.129 -4.290 3.055
H 0.000 -5.294 0.796
H -0.328 -0.862 1.422
H 4.556 0.458 3.315
H 1.379 -0.637 -1.663
C -4.256 3.205 6.552
H 4.557 4.384 -1.543
C -0.130 2.288 3.411
C -1.649 -4.650 -3.116
H 5.355 -1.552 1.650
H -8.244 2.634 3.345
C 1.697 -0.724 -7.038
H -6.376 1.814 -2.287
H -7.188 2.359 -6.567
H -5.103 3.301 -1.670
H 2.852 3.625 2.258
H 5.333 -5.498 2.104
O 2.903 2.797 4.146
O -3.879 1.659 3.985
H -2.356 2.568 -2.423
H 2.470 5.142 0.203
H -6.390 3.887 -6.167
H -5.852 2.000 0.937
O 1.852 -0.130 3.135
C 5.751 -4.575 1.712
C 4.207 -2.969 -1.619
H 1.653 -5.938 0.843
H 6.212 1.527 -1.532
O 1.126 1.991 -5.792
H -2.011 -5.088 -2.177
H -3.036 -3.338 -2.675
H 0.207 -1.460 -3.764
H 4.234 4.077 3.251
H 2.604 2.766 -0.675
C -0.191 0.666 0.160
C 1.530 -4.239 5.151
H 0.878 0.951 0.241
H 1.084 3.612 -1.046
H 0.078 -2.928 -1.646
C 1.216 4.347 7.224
H -3.983 4.259 6.558
H 2.203 2.583 -2.930
H 2.541 -1.065 -7.633
C 7.578 -5.527 -1.852
C -5.218 2.653 0.346
H 5.205 -3.720 2.115
Cl 5.725 2.016 0.715
O -4.078 1.814 0.037
P 1.704 2.835 5.163
H 1.084 -1.615 -6.882
O -5.665 0.854 -3.755
O -3.686 2.444 -4.009
O 2.173 -0.233 -5.776
H 1.135 0.034 -7.578
H 0.892 -4.990 5.625
H 1.075 4.023 -5.283
*
```